Record 1
The following is a DFT calculation (ωB97M-V/def2-TZVPD) of a 2-piece molecular cluster, C12H26BN2O6 overall at a distorted geometry.

The geometry in XYZ format:
```
47
C12H26BN2O6 | the OMol25 dataset | ωB97M-V/def2-TZVPD
C -5.7599 1.4759 -7.4625
O -5.0834 1.2713 -6.1385
C -4.3571 0.0040 -6.3208
N -3.6976 -0.5411 -5.0733
C -4.4692 -1.5506 -4.2322
C -3.5069 -2.0071 -2.9860
N -2.2721 -1.1759 -3.2556
B -0.9344 -1.0592 -2.5485
O 0.2916 -1.2629 -3.3934
O -0.7870 -0.7149 -1.1161
C 0.5943 -0.9461 -0.6437
C -2.3248 -0.2793 -4.4942
H -5.0363 1.1204 -8.3424
H -6.7013 0.7479 -7.5422
H -6.0248 2.5963 -7.6735
H -3.5162 0.0868 -7.1562
H -5.1529 -0.8098 -6.6669
H -5.5454 -1.9860 -4.3824
H -3.6455 -2.7701 -2.1098
H 0.2471 -2.1690 -3.8497
H 0.6900 -0.8341 0.5400
H 1.2723 -0.0998 -1.1039
H 1.0400 -1.9878 -0.9690
H -1.4829 0.4203 -4.9132
C 0.8192 1.4518 2.2626
O 1.9965 0.9309 2.8592
C 3.0628 1.8788 2.8751
C 4.0568 1.5407 3.9890
O 3.6136 1.9638 5.2857
C 2.5505 1.1939 5.8640
C 3.0043 -0.1849 6.3508
O 3.1051 -1.0927 5.2518
C 4.0096 -2.1542 5.5106
H 1.0070 1.7209 1.2212
H 0.0437 0.6822 2.2985
H 0.4631 2.3231 2.8217
H 2.6757 2.8936 3.0252
H 3.5656 1.8240 1.9031
H 4.9785 2.1022 3.8002
H 4.3282 0.4836 3.9913
H 1.6956 1.1306 5.1875
H 2.2204 1.7676 6.7368
H 2.2626 -0.5926 7.0470
H 3.9688 -0.0907 6.8628
H 5.0151 -1.7607 5.6937
H 4.0476 -2.7968 4.6264
H 3.6720 -2.7445 6.3697
```

HOMO level = -10.584 eV
LUMO = -0.16329 hartree
Gap between HOMO and LUMO = 6.14 eV
2S+1 = 1
Charge = +1

Löwdin population analysis, charges in e, atoms 1 to 4: -0.09, -0.20, -0.20, -0.05

Record 2
The following is a DFT calculation (ωB97M-V/def2-TZVPD) of a 8-piece molecular cluster, C12H26Cl14N2O4P overall at a distorted geometry.

The geometry in XYZ format:
```
59
C12H26Cl14N2O4P | the OMol25 dataset | ωB97M-V/def2-TZVPD
C -1.7781 -1.5668 2.4213
C -1.6946 -1.8884 0.9176
C -0.3634 -1.4643 0.2898
O 0.4914 -2.2843 0.1047
O -0.3028 -0.1701 -0.0442
C 0.8832 0.5399 0.4414
C 1.3749 0.1485 1.8601
N 1.9382 1.3704 2.4858
P 0.7956 2.1119 3.3802
N 0.2272 1.2545 4.5929
O 1.4953 3.4512 3.9901
O -0.4727 2.6188 2.4466
H -0.9445 -2.0769 2.9232
H -2.7356 -1.8317 2.8756
H -1.5972 -0.5001 2.6023
H -1.9092 -2.9311 0.6722
H -2.4542 -1.2625 0.4175
H 0.5895 1.5902 0.5033
H 1.7190 0.5180 -0.2748
H 2.2038 -0.5523 1.7615
H 0.5723 -0.2127 2.5240
H 0.6711 0.3432 4.5913
H 1.7509 3.1749 4.8814
H -1.1838 1.9664 2.4679
C 1.3126 -1.9805 -3.3489
Cl 2.9733 -1.4287 -3.6180
Cl 0.1362 -0.8733 -4.0768
H 1.1916 -2.9644 -3.7958
H 1.1293 -2.0317 -2.2780
C -2.5469 4.1840 0.3484
Cl -3.8473 3.0618 0.7844
Cl -2.2439 4.1775 -1.3954
H -2.8333 5.1854 0.6515
H -1.6388 3.8819 0.8642
C -5.2936 1.3892 -2.4772
Cl -7.0126 1.8073 -2.3719
Cl -4.9630 -0.1824 -1.7419
H -5.0065 1.3535 -3.5224
H -4.7176 2.1470 -1.9573
C 4.2093 -2.5801 2.5770
Cl 2.8659 -2.6282 1.4381
Cl 4.0167 -3.7823 3.8691
H 5.1284 -2.7876 2.0448
H 4.2527 -1.5909 3.0230
C 1.1277 -6.1349 -4.6701
Cl 0.3858 -5.0290 -3.5102
Cl 2.5505 -5.4142 -5.4330
H 1.4286 -7.0368 -4.1489
H 0.4014 -6.3733 -5.4391
C 7.7214 -0.8414 0.7582
Cl 5.9977 -0.5061 0.9112
Cl 8.1397 -2.4308 1.4193
H 7.9903 -0.8194 -0.2921
H 8.2749 -0.0825 1.2999
C -6.0320 5.5886 -3.0875
Cl -5.1836 4.8532 -1.7264
Cl -7.5334 6.3789 -2.5804
H -5.3849 6.3305 -3.5424
H -6.2730 4.8131 -3.8070
```

HOMO level = -3.767 eV
LUMO = 0.07285 hartree
Gap between HOMO and LUMO = 5.75 eV
2S+1 = 1
Charge = -1

Löwdin population analysis, charges in e, atoms 1 to 4: -0.08, -0.14, -0.53, 0.01

Record 3
The following is a DFT calculation (ωB97M-V/def2-TZVPD) of C12H26ClN2O14V as an isolated structure at a distorted geometry.

The geometry in XYZ format:
```
56
C12H26ClN2O14V | the OMol25 dataset | ωB97M-V/def2-TZVPD
O 22.5299 27.5402 -23.7846
V 20.9803 27.7678 -23.8614
C 20.4910 27.5783 -21.0666
O 19.3349 27.8637 -20.7288
O 20.9595 28.5412 -21.6418
O 20.3227 26.7847 -21.9570
C 18.2976 28.6171 -24.0538
O 19.3583 29.2752 -23.9747
O 17.7102 28.6518 -22.9545
O 18.7427 27.4961 -24.1671
Cl 23.7711 31.3426 -24.0476
O 24.9706 30.6836 -23.5049
O 22.6480 30.4392 -23.8394
O 23.3594 32.5615 -23.3559
O 24.1344 31.5326 -25.4335
C 22.8922 29.6193 -29.6390
O 22.4215 29.2774 -28.4089
C 21.0404 29.3821 -28.2094
C 20.7905 29.2029 -26.6941
N 21.3640 27.9193 -26.2065
C 20.6101 26.7238 -26.6807
C 21.2367 25.4331 -26.0054
O 21.0666 25.4840 -24.6203
C 21.6041 24.4340 -23.8971
H 22.7872 28.8146 -30.3666
H 23.9673 29.7776 -29.5548
H 22.4999 30.5549 -30.0377
H 20.5321 28.6436 -28.8294
H 20.6720 30.3831 -28.4342
H 19.7136 29.2502 -26.5325
H 21.2144 30.1036 -26.2501
H 22.3238 27.8887 -26.5193
H 20.6631 26.6756 -27.7684
H 19.5574 26.8177 -26.4141
H 22.2708 25.3220 -26.3315
H 20.7533 24.5356 -26.3913
H 21.7505 23.5318 -24.4911
H 20.8844 23.9848 -23.2128
H 22.5812 24.6898 -23.4873
C 25.5730 27.0843 -27.7382
C 25.7489 27.9927 -26.5228
C 26.6950 29.2333 -26.6845
O 27.9163 28.7208 -27.1975
C 29.0344 29.6610 -27.0960
N 24.4418 28.3577 -26.0841
H 25.3365 27.5204 -28.7088
H 24.7441 26.4065 -27.5342
H 26.4042 26.3960 -27.8914
H 26.1667 27.4226 -25.6930
H 26.8820 29.7379 -25.7366
H 26.2110 29.9116 -27.3872
H 29.2158 29.8526 -26.0384
H 28.8720 30.6361 -27.5553
H 29.8629 29.1550 -27.5917
H 24.3639 28.8858 -25.2267
H 24.2102 29.0441 -26.7879
```

HOMO level (spin up / spin down) = 3.525 / 3.181 eV
⟨S²⟩ = 1.119
LUMO (spin up / spin down) = 0.20837 / 0.20837 hartree
Gap between HOMO and LUMO (spin up / spin down) = 2.14 / 2.49 eV
2S+1 = 2
Charge = -3

Löwdin population analysis, charges in e, atoms 1 to 4: -0.41, 0.93, -0.99, -0.04

Record 4
The following is a DFT calculation (ωB97M-V/def2-TZVPD) of C12H26N4O7Pb as an isolated structure at a distorted geometry.

The geometry in XYZ format:
```
50
C12H26N4O7Pb | the OMol25 dataset | ωB97M-V/def2-TZVPD
O -2.8817 2.6905 0.0452
H -3.7493 2.4995 -0.3369
Pb -0.2046 0.2001 0.0364
N 0.6427 -0.5800 -2.4319
N -1.8472 -0.4913 -2.1461
N 1.4075 0.5643 1.8795
N -1.0662 1.2511 2.1082
O 1.8675 -0.3364 -2.7183
O 2.7671 0.1049 1.8767
O -2.4334 1.4677 2.2866
O -3.0587 -0.5163 -1.8068
C -1.4221 -1.3820 -3.1009
C -0.0145 -1.4736 -3.2127
C 0.9932 0.8339 3.1140
C -0.4017 1.1516 3.2563
C 0.7252 -2.4227 -4.0754
H 1.2365 -3.1882 -3.4707
H 1.4699 -1.8892 -4.6803
H 0.0384 -2.9493 -4.7432
C -2.3896 -2.1660 -3.9015
H -3.2021 -1.5334 -4.2815
H -2.8440 -2.9709 -3.3054
H -1.9035 -2.6394 -4.7602
C 1.9013 0.7700 4.2897
C -1.0549 1.3873 4.5683
H 2.9491 0.8299 3.9680
H 1.7552 -0.1821 4.8338
H 1.6707 1.6010 4.9807
H -2.1252 1.2036 4.5043
H -0.9108 2.4230 4.8969
H -0.6203 0.7301 5.3249
H 3.0479 0.1861 0.9427
H -2.6891 1.9842 1.4606
C -1.9163 2.7530 -1.0332
H -2.0032 1.9147 -1.7470
H -0.9166 2.8151 -0.5865
H -2.0991 3.6854 -1.5861
O 1.5058 1.8231 -1.2209
H 2.2649 2.2905 -0.8256
H 1.8545 1.1382 -1.8683
C 2.3242 -3.1257 1.8764
C 2.3515 -2.5530 0.5007
C 3.5941 -2.7683 -0.3054
O 1.3916 -1.8997 0.0417
H 3.1054 -3.8808 1.9667
H 1.3555 -3.5835 2.1008
H 2.5305 -2.3308 2.6011
H 3.3472 -3.1660 -1.2957
H 4.1133 -1.8101 -0.4536
H 4.2600 -3.4681 0.2089
```

HOMO level (spin up / spin down) = -7.297 / -5.355 eV
LUMO (spin up / spin down) = 0.00868 / -0.01715 hartree
Gap between HOMO and LUMO (spin up / spin down) = 7.53 / 4.89 eV
2S+1 = 1

Löwdin population analysis, charges in e, atoms 1 to 4: -0.14, 0.11, 1.56, -0.17